This record from OMol25 describes 3 unconnected molecules or ions with the total composition C3H10N3O. The level of theory is the ωB97M-V functional and the def2-TZVPD basis.

Summary:
charge	+1
orbital gap	9.0	eV
HOMO energy	-12.98	eV
ΔE to the lowest compared entry with this formula, charge and spin	138.46	kcal per mole

```
17
C3H10N3O, DFT the ωB97M-V functional and the def2-TZVPD basis
C 2.64 1.59 1.85
C 2.34 0.57 0.78
C 0.09 0.29 -0.17
N -0.34 -0.93 -0.23
N -0.62 1.25 -0.68
N -2.66 -1.85 -1.37
O 2.38 0.12 2.00
H 3.72 1.88 2.15
H 1.94 2.17 2.32
H 2.74 0.17 -0.13
H -1.29 -1.30 -0.63
H 0.02 -1.70 0.40
H -0.59 2.30 -0.43
H -1.47 1.01 -1.26
H -3.17 -2.32 -0.64
H -3.15 -1.01 -1.62
H -2.55 -2.22 -2.34
```